# 1
{"formula": "C7H17NOP", "method": "the ωB97M-V functional and the def2-TZVPD basis", "homo_lumo_gap_ev": 8.74, "e_tot_ev": -20353.1584, "largest_force_ev_per_a": 0.75, "charge": 1, "elements": ["C", "C", "O", "N", "C", "C", "C", "C", "C", "P", "H", "H", "H", "H", "H", "H", "H", "H", "H", "H", "H", "H", "H", "H", "H", "H", "H"], "coordinates": [[1.342079, -0.946144, 1.421994], [1.795402, 0.504639, 1.473559], [2.553410, 0.860404, 2.326824], [1.442767, 1.390333, 0.422441], [2.657186, 1.795962, -0.305802], [0.349887, 0.991715, -0.444409], [-0.999152, 1.065818, 0.277075], [-2.158550, 0.412331, -0.482201], [-2.387322, -1.079615, -0.144776], [-1.505246, -2.257970, -1.180364], [1.975085, -1.467638, 0.695642], [1.509576, -1.387907, 2.400812], [0.298837, -1.081917, 1.138923], [3.303935, 2.357724, 0.362531], [3.209664, 0.933128, -0.698733], [2.368240, 2.433823, -1.139847], [0.312218, 1.715406, -1.261912], [0.530689, 0.011472, -0.924053], [-0.936333, 0.653278, 1.287365], [-1.230990, 2.123753, 0.410133], [-3.090543, 0.919999, -0.235020], [-2.023977, 0.549201, -1.561597], [-3.440384, -1.354229, -0.256711], [-2.110634, -1.305965, 0.888629], [-2.255688, -2.631919, -2.293866], [-0.300351, -1.766274, -1.674815], [-1.209804, -3.439409, -0.501823]], "forces_ev_per_a": [[-0.119, 0.003, 0.078], [-0.249, 0.080, -0.338], [0.402, 0.111, 0.369], [0.062, -0.733, -0.164], [-0.068, 0.415, 0.070], [-0.014, 0.109, -0.033], [-0.048, 0.067, -0.037], [0.042, -0.020, -0.077], [-0.058, 0.038, 0.073], [0.015, -0.002, 0.006], [-0.048, 0.048, 0.012], [0.004, 0.003, -0.030], [0.002, -0.009, -0.009], [0.007, -0.049, -0.040], [-0.047, 0.020, -0.001], [0.047, 0.037, 0.056], [0.050, -0.097, -0.031], [-0.050, 0.011, 0.102], [0.008, 0.007, -0.041], [0.032, -0.037, 0.036], [0.029, -0.014, 0.021], [-0.064, -0.004, 0.036], [0.040, -0.007, 0.018], [-0.013, 0.050, -0.035], [0.001, 0.023, -0.039], [0.040, -0.013, 0.012], [-0.001, -0.038, -0.012]], "nbo_charge": [-0.73, 0.69, -0.52, -0.47, -0.41, -0.21, -0.42, -0.40, -0.71, 0.82, 0.24, 0.26, 0.18, 0.24, 0.18, 0.21, 0.22, 0.14, 0.21, 0.25, 0.25, 0.21, 0.28, 0.28, 0.07, 0.07, 0.08]}

# 2
{"formula": "C20H26N6O", "method": "the ωB97M-V functional and the def2-TZVPD basis", "homo_lumo_gap_ev": 9.29, "e_tot_ev": -32150.4561, "smiles": "CC(C)(C)c1nc(NC[C@@H]2CCCO2)c2nnn(Cc3ccccc3)c2n1", "largest_force_ev_per_a": 1.60, "elements": ["C", "C", "C", "C", "C", "N", "C", "N", "C", "C", "C", "C", "C", "O", "C", "N", "N", "N", "C", "C", "C", "C", "C", "C", "C", "C", "N", "H", "H", "H", "H", "H", "H", "H", "H", "H", "H", "H", "H", "H", "H", "H", "H", "H", "H", "H", "H", "H", "H", "H", "H", "H", "H"], "coordinates": [[-0.432800, -2.883461, 0.913440], [0.788306, -2.195408, 0.298282], [2.040062, -2.509295, 1.114767], [0.978683, -2.673972, -1.146979], [0.550773, -0.704322, 0.239361], [-0.636817, -0.325554, -0.238244], [-0.935986, 0.963899, -0.369553], [-2.119475, 1.328122, -0.890483], [-3.195998, 0.392953, -1.077579], [-4.160253, 0.402567, 0.121748], [-5.298474, -0.622831, -0.039012], [-6.554137, 0.186439, 0.288743], [-6.120365, 1.592560, -0.119839], [-4.763642, 1.683354, 0.259373], [0.047811, 1.909426, -0.004367], [0.163196, 3.263607, -0.003822], [1.316970, 3.570420, 0.433783], [2.012200, 2.466994, 0.750309], [3.372866, 2.499444, 1.217118], [4.198591, 1.545955, 0.392800], [4.728534, 0.392838, 0.951020], [5.431422, -0.503336, 0.164656], [5.602652, -0.256897, -1.186421], [5.073355, 0.892182, -1.749795], [4.374784, 1.789890, -0.963572], [1.255820, 1.377335, 0.486344], [1.535245, 0.083577, 0.630071], [-1.325240, -2.634808, 0.346523], [-0.295087, -3.962337, 0.907973], [-0.573900, -2.555762, 1.940981], [1.921216, -2.161517, 2.137536], [2.215975, -3.582732, 1.126012], [2.903371, -2.009060, 0.685551], [1.847088, -2.191286, -1.590601], [0.101891, -2.427892, -1.740683], [1.129218, -3.751087, -1.167365], [-2.368958, 2.303008, -0.807291], [-3.741975, 0.663249, -1.986109], [-2.752002, -0.597582, -1.185410], [-3.575873, 0.227152, 1.033447], [-5.166811, -1.478575, 0.618181], [-5.332611, -0.977868, -1.069831], [-7.434214, -0.153825, -0.251072], [-6.757270, 0.159428, 1.359323], [-6.660532, 2.389329, 0.392511], [-6.226487, 1.728847, -1.206639], [3.400191, 2.214190, 2.274080], [3.715770, 3.532393, 1.111656], [4.582831, 0.190127, 2.001507], [5.839352, -1.400529, 0.606795], [6.144365, -0.960518, -1.801306], [5.201733, 1.087479, -2.804371], [3.954612, 2.683673, -1.403572]], "forces_ev_per_a": [[0.109, 0.092, -0.122], [0.049, -0.273, 0.036], [-0.145, 0.049, -0.158], [-0.049, 0.075, 0.134], [0.308, 0.135, 0.218], [-0.546, 0.212, -0.186], [0.276, 0.058, -0.133], [-0.001, 0.375, 0.066], [-0.406, -0.106, 0.365], [0.393, -0.431, -0.222], [0.050, 0.213, 0.061], [0.142, 0.197, -0.030], [-0.386, -0.068, -0.090], [0.228, 0.154, 0.075], [1.309, -0.705, 0.597], [-0.765, 0.212, -0.314], [0.503, 1.013, 0.167], [-0.665, -0.692, -0.143], [0.351, 0.011, 0.165], [0.224, -0.001, -0.009], [0.058, 0.168, -0.024], [0.074, -0.065, 0.027], [0.030, -0.084, -0.023], [-0.024, 0.040, -0.101], [0.016, 0.017, 0.098], [-1.230, 0.219, -0.453], [0.383, -0.075, 0.221], [-0.107, -0.046, -0.012], [0.025, -0.128, 0.021], [-0.056, 0.009, 0.151], [0.050, 0.027, 0.147], [-0.006, -0.140, -0.003], [0.123, -0.003, 0.019], [0.110, 0.029, -0.091], [-0.081, -0.011, -0.101], [0.026, -0.128, -0.014], [0.063, -0.039, -0.028], [-0.019, -0.109, 0.030], [-0.148, 0.057, -0.091], [-0.048, -0.007, -0.109], [0.026, -0.069, -0.038], [-0.004, -0.067, -0.045], [-0.073, -0.027, 0.014], [-0.048, 0.006, 0.009], [-0.010, -0.028, -0.080], [-0.036, 0.013, 0.078], [0.032, 0.093, -0.119], [-0.079, -0.130, 0.064], [-0.063, -0.032, 0.116], [0.027, -0.073, 0.036], [0.046, -0.053, -0.042], [0.018, 0.019, -0.077], [-0.057, 0.094, -0.054]], "nbo_charge": [-0.60, -0.10, -0.59, -0.60, 0.49, -0.58, 0.45, -0.56, -0.24, 0.09, -0.43, -0.43, -0.07, -0.53, -0.05, -0.23, -0.03, -0.19, -0.25, 0.05, -0.22, -0.20, -0.21, -0.20, -0.23, 0.33, -0.53, 0.22, 0.21, 0.21, 0.21, 0.20, 0.23, 0.21, 0.22, 0.21, 0.41, 0.20, 0.24, 0.19, 0.22, 0.20, 0.22, 0.21, 0.20, 0.16, 0.21, 0.24, 0.21, 0.21, 0.21, 0.21, 0.22]}

# 3
{"formula": "C9H14O", "method": "the ωB97M-V functional and the def2-TZVPD basis", "spin_multiplicity": 2, "homo_lumo_gap_ev": [2.84, 7.05], "e_tot_ev": -11603.8312, "largest_force_ev_per_a": 7.13, "charge": -1, "elements": ["C", "C", "H", "H", "H", "H", "H", "H", "C", "C", "C", "C", "C", "C", "C", "O", "H", "H", "H", "H", "H", "H", "H", "H"], "coordinates": [[2.627865, 1.411265, -1.799001], [1.331210, 1.242819, -2.667328], [3.011110, 0.331050, -1.504919], [3.475780, 1.866060, -1.982526], [2.255542, 1.881004, -0.890361], [1.590588, 1.106757, -3.702549], [0.561735, 2.040167, -2.404106], [0.775119, 0.347792, -2.250631], [-2.910522, 0.731627, 1.622408], [0.324873, -1.096999, 1.874511], [-0.705631, -0.249508, 2.253556], [0.435419, -1.746857, 0.573147], [-1.647045, 0.089133, 1.206621], [-0.545901, -1.426035, -0.349554], [-1.584179, -0.601012, 0.025923], [1.474245, -2.287472, 0.034789], [1.216834, -1.164023, 2.599144], [-1.036227, -0.103798, 3.275826], [2.118161, -2.704887, 0.719174], [-0.597205, -1.867366, -1.405765], [-3.041316, 1.004071, 2.763077], [-3.769950, 0.143272, 1.482203], [-2.452509, -0.672894, -0.621608], [-2.907993, 1.725833, 1.147970]], "forces_ev_per_a": [[-4.468, -4.898, 2.610], [-0.337, 0.039, 1.911], [-0.950, 1.942, -0.333], [3.855, 2.891, -2.330], [0.220, -0.294, 0.463], [-0.494, 0.141, -0.552], [1.244, -0.470, -1.024], [0.893, 0.604, -0.673], [0.313, 2.712, 2.372], [3.843, -2.614, -0.276], [-1.723, 1.239, -1.294], [-3.162, 4.164, 2.799], [0.227, -2.292, 1.908], [0.442, -1.666, -2.282], [-1.739, 1.163, -0.017], [5.280, -3.376, 0.568], [-1.160, -0.249, -1.289], [0.350, 0.204, 0.051], [-1.693, 1.123, -1.348], [0.436, 0.384, 1.756], [0.957, -0.635, -1.845], [-1.254, -0.598, -0.975], [-0.188, 0.731, -0.087], [-0.890, -0.244, -0.113]], "lowdin_spin": [0.01, 0.01, 0.01, 0.00, 0.00, 0.00, 0.00, 0.01, 0.01, 0.16, 0.25, 0.07, 0.05, 0.16, 0.10, 0.05, 0.02, 0.03, 0.02, 0.02, 0.00, 0.00, 0.01, 0.00]}

# 4
{"formula": "H6O3", "method": "the ωB97M-V functional and the def2-TZVPD basis", "homo_lumo_gap_ev": 11.18, "e_tot_ev": -6239.9636, "smiles": "O.O.O", "largest_force_ev_per_a": 0.36, "elements": ["O", "H", "H", "O", "H", "H", "O", "H", "H"], "coordinates": [[11.606959, 6.027436, -6.263188], [12.021422, 6.897693, -6.210894], [11.758522, 5.627433, -5.399358], [10.186966, 5.804433, -8.840727], [9.507760, 6.342434, -8.422605], [10.914449, 5.789362, -8.197657], [9.907313, 2.844174, -9.158116], [10.145271, 3.781448, -9.241462], [9.539049, 2.606516, -10.015134]], "forces_ev_per_a": [[0.138, 0.262, 0.071], [-0.038, -0.136, 0.025], [-0.049, -0.051, -0.142], [0.359, 0.032, -0.025], [-0.002, -0.129, 0.014], [-0.301, -0.024, 0.018], [0.093, 0.071, -0.150], [-0.246, -0.045, 0.109], [0.044, 0.020, 0.079]], "nbo_charge": [-0.96, 0.48, 0.49, -0.97, 0.48, 0.50, -0.96, 0.49, 0.46]}

# 5
{"formula": "CH2N4O", "method": "the ωB97M-V functional and the def2-TZVPD basis", "homo_lumo_gap_ev": 10.05, "e_tot_ev": -9070.9308, "largest_force_ev_per_a": 0.59, "elements": ["O", "C", "N", "N", "N", "N", "H", "H"], "coordinates": [[-1.422281, 0.250163, -1.691390], [-0.410836, 0.013867, -0.395989], [-0.981774, -1.010305, -0.874534], [1.071747, -0.511372, 1.583136], [0.987712, 0.695449, 1.296728], [0.199305, 0.940540, 0.182277], [-2.303499, 0.462004, -1.328261], [1.676726, -0.550988, 2.411781]], "forces_ev_per_a": [[-0.269, 0.345, -0.088], [-0.032, -0.247, 0.094], [0.387, 0.201, 0.392], [0.047, 0.492, -0.004], [-0.024, -0.589, 0.039], [-0.274, -0.164, -0.304], [0.235, -0.033, -0.046], [-0.070, -0.006, -0.084]], "nbo_charge": [-0.48, 0.68, -0.22, -0.40, 0.04, -0.45, 0.49, 0.33]}

# 6
{"formula": "C4H14N2O2", "method": "the ωB97M-V functional and the def2-TZVPD basis", "homo_lumo_gap_ev": 9.59, "e_tot_ev": -11448.8730, "smiles": "C=NCCCN.O.O", "largest_force_ev_per_a": 1.87, "elements": ["C", "N", "C", "C", "C", "N", "H", "H", "H", "H", "H", "H", "H", "H", "H", "H", "O", "H", "H", "O", "H", "H"], "coordinates": [[-1.249237, -2.326150, 1.775975], [-0.919150, -1.190898, 1.374061], [-0.324375, -1.048818, 0.052281], [1.067147, -0.445529, 0.312039], [1.068197, 1.083960, 0.544517], [1.190558, 1.894897, -0.659652], [-1.682543, -2.476973, 2.766286], [-1.362772, -3.265270, 1.221359], [-0.270465, -1.910863, -0.622451], [-0.909587, -0.304372, -0.490743], [1.710088, -0.595421, -0.558771], [1.502918, -0.881215, 1.205512], [1.937672, 1.250513, 1.186828], [0.232118, 1.351185, 1.176680], [0.353213, 2.459236, -0.765769], [1.140859, 1.334938, -1.506237], [1.198504, -0.018355, -3.193159], [1.606127, 0.476134, -3.912613], [1.390843, -0.937271, -3.405795], [-2.242383, 1.541689, 0.793046], [-1.628375, 1.651501, 1.519617], [-1.806765, 1.185703, 0.016782]], "forces_ev_per_a": [[-1.450, -1.005, 0.609], [0.421, -0.213, -0.474], [0.426, 0.926, 0.197], [-0.199, 0.882, -0.615], [0.893, -0.941, 0.529], [-1.035, 0.227, -0.471], [0.256, 0.525, 0.223], [0.695, 0.209, -0.665], [-0.152, -0.435, 0.529], [-0.021, -0.067, -0.133], [0.138, -0.328, 0.159], [0.089, -0.436, -0.106], [0.120, 0.267, -0.106], [-0.288, 0.176, -0.082], [0.143, 0.353, 0.241], [0.390, -0.365, 0.207], [0.060, -0.065, -0.193], [-0.028, 0.066, 0.049], [-0.044, -0.027, 0.077], [-1.049, 0.518, -0.118], [0.277, -0.325, -0.221], [0.357, 0.056, 0.367]], "nbo_charge": [-0.05, -0.39, -0.25, -0.41, -0.21, -0.85, 0.16, 0.14, 0.18, 0.18, 0.21, 0.21, 0.17, 0.17, 0.35, 0.37, -0.95, 0.48, 0.48, -0.94, 0.48, 0.46]}